Below is a 3-piece molecular cluster, C5H8O overall, with properties calculated with ωB97M-V with the def2-TZVPD basis set.

Geometry (Å):
1 O 0.683 0.064 -2.872
2 C 0.209 -0.935 -2.610
3 C -1.216 0.540 -0.095
4 C -0.042 1.465 0.146
5 C 0.386 0.444 1.247
6 C -0.851 -0.333 0.848
7 H 0.738 -2.429 -0.436
8 H -2.052 0.588 -0.789
9 H 0.663 1.564 -0.687
10 H -0.293 2.464 0.519
11 H 1.343 -0.058 1.063
12 H 0.387 0.842 2.268
13 H 1.033 -2.763 0.160
14 H -1.273 -1.266 1.212

Summary:
total energy	-270.44863	Ha
E_LUMO	0.045	Eh
energy relative to the best compared isomer or geometry (same formula, charge and spin)	68.56	kcal/mol



Below is one molecule with the formula C5H8O, with properties calculated with ωB97M-V with the def2-TZVPD basis set.

Geometry (Å):
1 C 2.146 -0.228 0.294
2 C 1.156 -1.097 0.087
3 C -0.204 -0.663 -0.421
4 C -0.658 0.625 0.223
5 C -2.125 0.934 -0.062
6 O -2.753 0.265 -0.831
7 H 3.035 -0.621 0.787
8 H 2.093 0.847 0.216
9 H 1.444 -2.141 0.079
10 H -0.925 -1.456 -0.237
11 H -0.191 -0.520 -1.502
12 H -0.206 1.472 -0.305
13 H -0.351 0.705 1.263
14 H -2.460 1.876 0.410

Summary:
structure (SMILES)	C=CCCC=O
total energy	-270.50531	Ha
E_LUMO	0.036	Eh
energy relative to the best compared isomer or geometry (same formula, charge and spin)	33.00	kcal/mol



Below is one molecule with the formula C5H8O, with properties calculated with ωB97M-V with the def2-TZVPD basis set.

Geometry (Å):
1 C 0.067 1.000 1.328
2 C 0.804 0.281 0.223
3 C 0.681 -1.181 -0.013
4 C 0.110 -0.232 -1.040
5 C -1.367 -0.201 -1.178
6 O -2.143 -0.682 -0.380
7 H -0.959 0.639 1.441
8 H 0.593 0.856 2.278
9 H 0.030 2.077 1.130
10 H 1.787 0.698 0.008
11 H -0.066 -1.724 0.563
12 H 1.563 -1.749 -0.290
13 H 0.651 -0.070 -1.970
14 H -1.749 0.288 -2.100

Summary:
structure (SMILES)	C[C@H]1C[C@H]1C=O
total energy	-270.51696	Ha
E_LUMO	0.038	Eh
energy relative to the best compared isomer or geometry (same formula, charge and spin)	25.69	kcal/mol



Below is C5H8O as an isolated structure, with properties calculated with ωB97M-V with the def2-TZVPD basis set.

Geometry (Å):
1 C -1.619 0.110 0.314
2 C -2.920 -0.154 0.278
3 C 1.832 0.615 -0.799
4 C 1.561 -0.836 -0.495
5 O 1.566 -0.490 0.928
6 C 1.811 0.807 0.522
7 H -1.147 0.757 -0.423
8 H -0.960 -0.304 1.074
9 H -3.394 -0.796 1.016
10 H -3.568 0.263 -0.489
11 H 0.582 -1.232 -0.781
12 H 2.357 -1.554 -0.711
13 H 1.921 1.602 1.251
14 H 1.975 1.211 -1.687

Summary:
total energy	-270.43860	Ha
E_LUMO	0.041	Eh
energy relative to the best compared isomer or geometry (same formula, charge and spin)	74.85	kcal/mol



Below is C5H8O as an isolated structure, with properties calculated with ωB97M-V with the def2-TZVPD basis set.

Geometry (Å):
1 C -0.942 1.118 -0.496
2 C 0.048 0.138 0.091
3 C -0.441 -0.963 1.017
4 C 0.485 -0.313 1.976
5 C 1.112 -0.353 -0.868
6 O 0.753 0.719 1.254
7 H -1.637 1.481 0.270
8 H -1.523 0.628 -1.286
9 H -0.424 1.979 -0.933
10 H -1.463 -0.934 1.337
11 H -0.224 -1.991 0.780
12 H 1.855 -1.007 -0.205
13 H 1.711 0.462 -1.273
14 H 0.689 -0.962 -1.663

Summary:
total energy	-270.42911	Ha
E_LUMO	0.031	Eh
energy relative to the best compared isomer or geometry (same formula, charge and spin)	80.81	kcal/mol



Below is one molecule with the formula C5H8O, with properties calculated with ωB97M-V with the def2-TZVPD basis set.

Geometry (Å):
1 O 1.479 -1.168 1.165
2 C 0.236 -0.546 0.975
3 C 0.135 0.996 0.782
4 C -0.821 0.738 -0.384
5 C -0.079 0.050 -1.476
6 C -0.563 -0.764 -0.301
7 H 1.902 -1.258 0.303
8 H -0.374 -0.839 1.835
9 H 1.075 1.481 0.498
10 H -0.290 1.520 1.641
11 H -1.774 1.234 -0.538
12 H 0.974 0.273 -1.654
13 H -0.648 -0.129 -2.385
14 H -1.251 -1.588 -0.460

Summary:
structure (SMILES)	O[C@H]1C[C@H]2C[C@H]21
total energy	-270.48913	Ha
E_LUMO	0.038	Eh
energy relative to the best compared isomer or geometry (same formula, charge and spin)	43.15	kcal/mol



no.,maximum force (eV/A),HOMO energy (eV)
1,1.39,-9.46
2,1.72,-9.61
3,0.51,-9.80
4,0.35,-9.05
5,3.73,-7.97
6,0.38,-9.91